This record from the OMol25 dataset describes C31H60N5OSSi3Tl as an isolated structure. The level of theory is wB97M-V/def2-TZVPD.

Calculated values
E_tot	-3004.78395	a.u.
HOMO-LUMO gap (spin up / spin down)	0.189 / 0.242	hartree
total charge	+2
largest force on an atom	3.078	eV/A

Cartesian coordinates (Å):
Tl 13.20259 10.01329 10.98504
C 12.46333 11.67950 13.98722
C 13.97523 11.64478 13.76385
N 14.47854 10.38557 13.18722
C 14.42559 9.18754 14.05256
C 13.09536 8.45902 14.03416
C 12.51292 8.05237 15.26929
C 11.33737 7.25676 15.22954
C 10.86222 6.91835 13.98694
C 11.49426 7.37251 12.82748
C 11.02001 6.94759 11.46641
N 10.56696 8.12527 10.70936
C 9.51321 10.30588 10.80499
C 10.31048 11.20548 13.04185
N 11.70005 11.55975 12.73258
N 12.58507 8.14222 12.81611
H 12.17560 10.80491 14.58534
H 12.13847 12.55912 14.62962
H 14.22770 12.52134 13.17851
H 14.47456 11.71827 14.76546
H 15.44522 10.52225 12.86759
H 15.18531 8.43601 13.81805
H 14.57104 9.49002 15.05641
H 12.90424 8.37614 16.22017
H 10.79992 6.91056 16.14356
H 9.93889 6.29469 13.88295
H 11.86748 6.53754 10.87183
H 10.26262 6.13354 11.65156
H 10.22334 7.82701 9.80683
H 10.46116 10.31868 10.20982
H 8.71741 10.34337 9.99397
H 9.98893 11.77846 13.89378
H 10.36164 10.14492 13.36457
H 11.82817 12.44868 12.21714
C 12.89438 15.12466 12.08917
Si 12.35221 14.73486 10.25061
C 14.07358 14.21953 9.59549
C 11.88651 16.36862 9.49200
C 11.10655 13.35188 9.95892
Si 11.25601 12.59739 8.23432
C 9.89820 11.53400 7.37045
C 12.73958 11.48108 7.88491
C 11.64056 14.00600 6.98856
Si 9.51066 13.15427 10.92790
C 7.96964 13.29592 9.95243
C 9.36717 14.31832 12.47852
C 9.27901 11.38282 11.86585
C 7.90399 11.36470 12.35131
C 7.00292 10.31694 12.37397
C 7.22863 8.93952 12.25945
C 8.43669 8.34372 11.92469
N 9.52551 8.93170 11.37884
H 12.13210 15.11243 12.87067
H 13.41233 16.11894 12.04356
H 13.64251 14.33138 12.39308
H 14.86277 14.89512 9.90089
H 14.17781 14.18425 8.44214
H 14.38898 13.17249 9.81152
H 10.86008 16.66424 9.67504
H 12.01194 16.28530 8.41255
H 12.58308 17.22784 9.83022
H 10.16856 10.42133 7.49942
H 9.85771 11.75510 6.26976
H 8.88156 11.73722 7.66020
H 12.57354 10.41243 8.02016
H 13.67431 11.71307 8.45634
H 13.03349 11.61016 6.82538
H 11.02049 14.87350 7.31006
H 11.34424 13.62441 5.96720
H 12.70573 14.25739 6.85687
H 8.06511 14.04947 9.13768
H 7.12203 13.62121 10.54687
H 7.68562 12.37504 9.38779
H 9.26521 15.37052 12.08148
H 10.14431 14.33812 13.24636
H 8.41326 14.06289 12.97453
H 7.52875 12.27103 12.84480
H 5.97296 10.58396 12.70130
H 6.45854 8.25222 12.56989
H 8.56714 7.30248 12.25791
C 16.86217 10.37876 6.37423
C 17.81127 9.42918 7.13937
C 17.68292 9.38672 8.62828
S 16.07445 8.67798 9.14719
O 15.77870 9.61817 10.32727
C 16.51059 7.03086 9.84154
C 17.32379 6.15663 8.88473
C 16.54055 5.49660 7.72813
H 16.15796 9.91435 5.70116
H 17.49600 11.02059 5.71102
H 16.30231 11.09406 6.95345
H 18.85370 9.70004 6.81499
H 17.62394 8.40040 6.69500
H 17.65265 10.32541 9.13219
H 18.41168 8.73397 9.10488
H 15.49524 6.62645 10.10638
H 17.01004 7.32527 10.77613
H 17.63277 5.26207 9.49366
H 18.25642 6.75013 8.58144
H 15.49006 5.59172 7.76772
H 16.84039 4.44485 7.71235
H 16.88970 5.83530 6.69719



This record from the OMol25 dataset describes C4H8O as an isolated structure. The level of theory is wB97M-V/def2-TZVPD.

Calculated values
E_tot	-232.31776	a.u.
HOMO-LUMO gap (spin up / spin down)	0.337 / 0.336	hartree
relative energy (zero: lowest compared OMol25 entry of this formula, charge and spin)	335.7	kJ/mol
largest force on an atom	1.077	eV/A

Cartesian coordinates (Å):
C -1.30013 1.02051 0.88694
C 0.32212 -0.25032 -0.73042
C 0.72787 -1.66344 -0.57862
C 0.04438 0.78310 0.26851
O 1.11812 0.26873 0.91504
H -1.72122 0.11131 1.31843
H -1.20295 1.78964 1.65610
H -1.96340 1.39127 0.09422
H 0.37343 0.12507 -1.76622
H 1.81115 -1.67600 -0.77320
H 0.26951 -2.31582 -1.32849
H 0.58343 -1.98786 0.44710
H 0.37589 1.68972 -0.27354